Version one
The following is a quantum chemistry calculation of a structure of composition C2H4N2S3, from the Open Molecules 2025 dataset.

Structure (ORCA input):
```
! wB97M-V def2-TZVPD RIJCOSX def2/J DEFGRID3
* xyz 0 1
C 2.15342 0.16437 -0.60455
C 0.84625 -0.57593 -0.83279
N 0.28989 1.64780 0.07516
N -0.24159 0.44150 0.27014
S 3.56587 -0.61069 -0.88214
S 2.00992 1.71900 0.16284
S -0.33449 -0.15462 1.85578
H 0.32153 -0.44066 -1.69717
H 0.69577 -1.52116 -0.45090
H -0.15540 2.19390 0.80684
H -1.71093 -0.70669 1.91951
*
```

* HOMO level: -0.3034 Ha

***

Version two
The following is a quantum chemistry calculation of a cluster of 2 separate species, C2H4N2S3 in total, from the Open Molecules 2025 dataset.

Structure (ORCA input):
```
! wB97M-V def2-TZVPD RIJCOSX def2/J DEFGRID3
* xyz 0 1
C -0.60166 1.88201 -1.34315
C 0.73652 0.87109 -0.84524
N -1.26350 1.30152 0.69145
N -1.45370 1.94883 -0.40164
S 0.34745 0.58513 0.74469
S 2.31622 0.52311 -1.55694
S -0.15146 -3.31276 3.06661
H -0.68079 2.23107 -2.40932
H -0.15754 -3.96295 2.06629
H 2.09018 0.58045 -2.91164
H -1.18172 -2.64749 2.89887
*
```

* HOMO level (spin up / spin down): -0.3218 / -0.3217 Ha
* SMILES string: Sc1cnns1.S

***

Relative to the most stable one, in eV, the structures come out at version one 0.352; version two 0.000.